Computed, not measured: a 3-piece molecular cluster, C3H14NO3 overall, with wB97M-V/def2-TZVPD.

Last column: natural (NBO) charge in e.
Cartesian coordinates (Å):
O -0.438 -2.134 0.787  -0.73
C -1.625 -1.605 0.203  -0.09
C -1.118 -0.754 -0.946  -0.24
N -0.030 0.171 -0.425  -0.56
C 1.053 0.337 -1.443  -0.42
H -0.682 -2.518 1.636  0.50
H -2.370 -2.332 -0.103  0.21
H -2.125 -0.931 0.990  0.16
H -1.947 -0.132 -1.344  0.23
H -0.752 -1.425 -1.691  0.23
H 0.315 -0.241 0.474  0.50
H -0.446 1.051 0.010  0.45
H 0.986 -0.468 -2.178  0.23
H 1.989 0.252 -0.861  0.24
H 1.139 1.320 -1.924  0.25
H -0.305 3.334 0.382  0.48
H 0.284 3.787 -0.875  0.50
O 0.218 2.974 -0.350  -0.97
H 2.355 -0.107 2.069  0.51
H 1.393 1.126 2.175  0.49
O 1.514 0.257 1.781  -0.97

The calculation puts the HOMO energy at -0.5356 Eh. The value obtained for the largest force on an atom is 2.53 eV/A. Its total charge is +1. The value obtained for the electronic energy is -10964.128 eV.

=====

Computed, not measured: a 2-piece molecular cluster, C3H11N3 overall, with wB97M-V/def2-TZVPD.

Last column: natural (NBO) charge in e.
Cartesian coordinates (Å):
C -0.360 -0.043 0.490  0.63
C 0.197 -0.130 1.881  -0.66
C -0.726 1.268 -1.494  -0.44
N 0.014 0.986 -0.273  -0.64
N 1.918 -0.648 -0.479  -1.33
N -1.453 -0.799 0.223  -0.79
H 1.155 0.584 -0.539  0.47
H -1.593 -1.628 0.779  0.40
H 2.706 -0.997 0.066  0.35
H 1.669 -1.385 -1.141  0.33
H -1.771 -0.866 -0.731  0.40
H 1.168 0.356 1.924  0.26
H 0.297 -1.169 2.194  0.22
H -0.481 0.390 2.567  0.23
H -1.790 1.432 -1.299  0.19
H -0.332 2.184 -1.932  0.22
H -0.616 0.466 -2.238  0.18

The calculation puts the HOMO energy at -0.2595 Eh. The value obtained for the largest force on an atom is 1.68 eV/A. Its total charge is 0. The value obtained for the electronic energy is -7757.595 eV.

=====

Computed, not measured: a 12-piece molecular cluster, C22H32BCl33N2O3 overall, with wB97M-V/def2-TZVPD.

Last column: Mulliken charge in e.
Cartesian coordinates (Å):
C 3.219 -1.488 0.236  -1.12
B 3.921 -0.658 -0.911  0.36
O 5.294 -0.411 -0.758  -0.44
C 3.266 -0.091 -2.254  0.59
C 3.326 1.446 -1.991  -0.76
O 4.253 2.135 -2.217  -0.64
N 2.093 1.839 -1.433  0.07
C 1.004 0.992 -1.910  -0.11
C 1.745 -0.227 -2.532  0.31
C 1.062 -1.626 -2.537  -1.16
C -0.354 -1.684 -1.936  -0.81
C -0.260 -1.737 -0.392  1.29
C -1.586 -1.357 0.313  -0.53
N -1.588 -0.011 0.954  -0.28
C -2.608 0.812 0.429  0.56
C -2.302 2.029 -0.422  -0.92
O -3.747 0.537 0.655  -0.52
H 2.710 -0.848 0.968  0.32
H 4.000 -2.017 0.790  0.43
H 2.503 -2.235 -0.104  0.34
H 5.453 0.238 -0.057  0.24
H 3.795 -0.470 -3.124  -0.01
H 2.170 1.893 -0.424  0.29
H 0.274 0.794 -1.127  -0.55
H 0.424 1.526 -2.665  0.17
H 1.693 0.039 -3.595  0.61
H 0.960 -1.926 -3.584  0.44
H 1.687 -2.402 -2.091  0.35
H -0.978 -0.842 -2.246  0.36
H -0.864 -2.605 -2.230  0.53
H 0.479 -0.975 -0.121  -0.66
H 0.161 -2.706 -0.090  0.18
H -2.394 -1.373 -0.413  0.10
H -1.745 -2.083 1.101  -0.17
H -0.697 0.468 0.856  0.30
H -2.206 1.710 -1.465  0.20
H -3.165 2.686 -0.370  0.39
H -1.374 2.531 -0.150  0.16
C 4.308 4.682 -3.786  0.57
Cl 4.899 3.652 -5.089  -0.14
Cl 5.353 6.092 -3.580  -0.15
Cl 2.640 5.185 -4.100  -0.15
H 4.324 4.106 -2.869  -0.12
C 6.572 -1.606 -4.422  0.26
Cl 5.322 -2.568 -3.621  -0.09
Cl 7.928 -2.621 -4.897  -0.11
Cl 5.896 -0.749 -5.809  -0.15
H 6.936 -0.870 -3.714  0.09
C -0.437 -5.757 0.803  -0.22
Cl -1.604 -4.681 1.559  -0.04
Cl 0.130 -5.053 -0.720  -0.11
Cl 0.917 -6.073 1.890  -0.10
H -0.922 -6.697 0.580  0.48
C -5.317 -3.434 0.395  0.68
Cl -6.256 -4.925 0.243  -0.17
Cl -4.359 -3.458 1.878  -0.07
Cl -4.294 -3.207 -1.025  -0.14
H -6.009 -2.603 0.453  -0.29
C -7.071 0.446 0.511  0.50
Cl -7.237 -0.234 -1.112  -0.15
Cl -8.077 1.884 0.695  -0.14
Cl -7.478 -0.765 1.733  -0.07
H -6.034 0.732 0.653  -0.08
C 1.479 5.139 -0.191  0.68
Cl 2.261 6.470 0.659  -0.09
Cl 1.032 3.842 0.940  -0.18
Cl 0.081 5.708 -1.100  -0.08
H 2.187 4.722 -0.899  -0.37
C -0.849 -9.576 3.027  -0.02
Cl -0.223 -9.544 4.675  -0.12
Cl -1.562 -8.016 2.603  -0.07
Cl 0.423 -10.009 1.882  -0.11
H -1.625 -10.329 2.973  0.34
C -1.710 7.210 2.910  -0.07
Cl -0.749 7.706 4.307  -0.13
Cl -1.946 8.563 1.802  -0.11
Cl -0.941 5.855 2.080  0.02
H -2.681 6.886 3.264  0.29
C -7.942 -4.361 3.696  0.66
Cl -7.301 -5.659 4.705  -0.13
Cl -9.706 -4.405 3.668  -0.13
Cl -7.365 -2.790 4.259  -0.13
H -7.583 -4.511 2.684  -0.28
C 8.043 -2.209 -0.946  1.08
Cl 8.511 -2.655 0.698  -0.15
Cl 8.957 -0.800 -1.494  -0.14
Cl 8.266 -3.562 -2.059  -0.11
H 6.991 -1.944 -0.937  -0.67
C -3.064 10.941 5.447  0.10
Cl -4.030 11.745 6.686  -0.13
Cl -3.925 9.546 4.793  -0.10
Cl -2.638 12.069 4.159  -0.11
H -2.149 10.588 5.905  0.25

The calculation puts the HOMO energy at -0.3658 Eh. The value obtained for the largest force on an atom is 3.11 eV/A. Its total charge is 0. The SMILES is CB(O)[C@@H]1C(=O)NC[C@@H]1CCCCNC(C)=O.ClC(Cl)Cl.ClC(Cl)Cl.ClC(Cl)Cl.ClC(Cl)Cl.ClC(Cl)Cl.ClC(Cl)Cl.ClC(Cl)Cl.ClC(Cl)Cl.ClC(Cl)Cl.ClC(Cl)Cl.ClC(Cl)Cl. The value obtained for the electronic energy is -446372.378 eV.

=====

Computed, not measured: C50H43FN3PS2Se2W as an isolated structure, with wB97M-V/def2-TZVPD.

Last column: Löwdin spin population.
Cartesian coordinates (Å):
W -0.147 0.083 0.156  1.76
S -4.216 -1.005 -5.675  0.00
C -3.352 -0.700 -7.114  0.00
C -2.200 -0.013 -6.881  0.00
C -2.002 0.260 -5.504  0.00
C -3.019 -0.222 -4.723  0.00
C -3.139 -0.142 -3.266  0.00
C -1.966 -0.116 -2.492  0.01
N -1.960 -0.079 -1.167  0.01
C -3.158 -0.056 -0.519  0.01
C -4.376 -0.049 -1.202  0.00
C -5.598 0.005 -0.456  0.00
C -5.581 0.034 0.895  0.00
C -4.339 0.008 1.613  0.00
C -4.276 -0.015 3.014  0.02
C -3.053 -0.071 3.649  0.00
C -1.897 -0.086 2.846  0.02
N -1.918 -0.063 1.520  0.02
C -3.136 -0.036 0.905  0.01
C -2.933 -0.100 5.108  0.00
C -3.738 0.537 6.014  0.00
C -3.352 0.284 7.354  0.00
C -2.272 -0.541 7.437  0.00
S -1.712 -1.016 5.898  0.00
C -4.347 -0.096 -2.604  0.01
H -3.747 -1.033 -8.060  0.00
H -1.523 0.295 -7.664  0.00
H -1.157 0.808 -5.110  0.00
H -1.008 -0.129 -2.990  0.00
H -6.534 0.018 -0.998  0.00
H -6.502 0.068 1.461  0.00
H -5.191 -0.011 3.593  0.00
H -0.932 -0.089 3.327  0.00
H -4.559 1.180 5.732  0.00
H -3.853 0.697 8.217  0.00
H -1.781 -0.903 8.326  0.00
H -5.278 -0.079 -3.157  0.00
C 4.707 0.077 -0.005  0.00
C 3.744 0.575 1.076  0.00
C 4.507 0.715 2.399  0.00
C 3.077 1.883 0.687  0.00
C 3.858 2.907 0.171  0.00
C 3.309 4.129 -0.177  0.01
C 1.955 4.344 -0.010  0.00
C 1.119 3.358 0.513  0.01
C -0.360 3.707 0.613  0.00
C -1.137 3.023 -0.501  0.00
C -1.036 3.520 1.970  0.00
C 1.697 2.125 0.851  0.01
N 0.917 1.045 1.463  -0.03
C 1.187 0.951 2.867  0.01
C 1.416 2.093 3.637  -0.01
C 1.759 2.002 4.974  0.00
C 1.909 0.759 5.575  -0.01
C 1.700 -0.390 4.834  0.00
C 1.338 -0.275 3.509  -0.01
F 1.118 -1.410 2.809  0.01
H 5.017 -0.945 0.219  0.00
H 5.612 0.685 -0.047  0.00
H 4.247 0.087 -0.992  0.00
H 2.967 -0.185 1.197  0.00
H 5.313 1.445 2.293  0.00
H 4.959 -0.240 2.671  0.00
H 3.872 1.039 3.222  0.00
H 4.921 2.748 0.043  0.00
H 3.937 4.916 -0.572  0.00
H 1.529 5.302 -0.278  0.00
H -0.414 4.775 0.389  0.00
H -1.134 1.921 -0.393  0.01
H -0.713 3.217 -1.486  0.00
H -2.198 3.279 -0.498  0.00
H -1.044 2.482 2.299  0.00
H -2.071 3.862 1.909  0.00
H -0.545 4.111 2.742  0.00
H 1.356 3.064 3.169  0.00
H 1.930 2.905 5.543  0.00
H 2.198 0.683 6.615  0.00
H 1.814 -1.378 5.260  0.00
Se 0.436 -2.358 0.125  0.02
P 1.260 -1.979 -1.884  0.03
Se 1.394 0.217 -1.897  0.03
C 2.866 -2.728 -2.126  0.01
C 3.049 -4.046 -1.706  0.00
C 4.259 -4.673 -1.940  0.00
C 5.277 -3.992 -2.599  0.00
C 5.090 -2.685 -3.024  0.00
C 3.883 -2.045 -2.785  0.00
C 0.159 -2.604 -3.158  0.00
C -1.072 -3.187 -2.871  0.00
C -1.882 -3.625 -3.908  0.00
C -1.467 -3.481 -5.225  0.00
C -0.235 -2.904 -5.513  0.00
C 0.579 -2.465 -4.483  0.00
H 2.255 -4.581 -1.197  0.00
H 4.411 -5.692 -1.611  0.00
H 6.222 -4.486 -2.780  0.00
H 5.885 -2.161 -3.537  0.00
H 3.743 -1.021 -3.110  0.00
H -1.394 -3.307 -1.844  0.00
H -2.835 -4.087 -3.686  0.00
H -2.101 -3.823 -6.032  0.00
H 0.090 -2.801 -6.539  0.00
H 1.546 -2.030 -4.712  0.00

The calculation puts the HOMO energy (alpha / beta) at -0.4722 / -0.4723 Eh. The value obtained for the largest force on an atom is 0.19 eV/A. The spin multiplicity is 3. Its total charge is +2. The value obtained for the electronic energy is -223204.266 eV.

=====

Computed, not measured: an isolated ion of composition C7H12N4 and charge +2, with wB97M-V/def2-TZVPD.

Last column: natural (NBO) charge in e.
Cartesian coordinates (Å):
C 2.558 -1.224 -0.599  0.18
C 0.412 2.089 -0.347  0.42
C -0.777 -0.006 0.063  0.59
C 1.151 -1.688 -0.489  -0.47
C 0.489 -0.648 0.461  -0.37
C 1.756 0.312 0.731  0.09
C -3.241 -0.033 0.026  -0.46
N 2.885 -0.242 0.059  -0.39
N 1.532 1.617 0.113  -0.44
N -0.646 1.261 -0.431  -0.58
N -1.916 -0.529 0.203  -0.43
H 3.369 -1.840 -1.249  0.27
H 0.389 3.123 -0.668  0.29
H 0.684 -1.760 -1.415  0.25
H 1.135 -2.709 -0.043  0.28
H 0.548 -1.236 1.469  0.32
H 2.046 0.499 1.759  0.25
H -3.285 1.032 -0.509  0.22
H -3.682 0.097 1.039  0.27
H -3.885 -0.762 -0.542  0.29
H 2.298 2.293 0.356  0.48
H -1.640 1.676 -0.764  0.47
H -2.180 -1.322 0.779  0.47

The calculation puts the HOMO energy at -0.6543 Eh. The value obtained for the largest force on an atom is 5.48 eV/A. Its total charge is +2. The SMILES is C/[NH+]=C1\[NH+]=CN[C@@H]2N=CC[C@H]12. The value obtained for the electronic energy is -13395.298 eV.

=====

Computed, not measured: C24H42BN7O3Pm as an isolated structure, with wB97M-V/def2-TZVPD.

Last column: Löwdin spin population.
Cartesian coordinates (Å):
Pm 0.528 0.289 0.853  4.04
C 2.125 1.360 -2.492  0.00
C 0.982 0.410 -2.658  0.00
C 0.376 -0.016 -3.839  0.00
C -0.633 -0.879 -3.445  0.00
C -1.611 -1.626 -4.292  0.00
N -0.615 -0.947 -2.103  0.00
N 0.383 -0.159 -1.609  -0.01
B -1.517 -1.801 -1.173  0.00
N -2.426 -0.871 -0.326  0.00
N -1.906 0.105 0.471  -0.01
C -2.931 0.731 1.048  0.00
C -2.714 1.849 2.017  0.00
C -4.131 0.165 0.621  0.00
C -3.768 -0.851 -0.249  0.00
C -4.645 -1.795 -1.005  0.00
N -0.638 -2.686 -0.247  0.00
N 0.238 -2.137 0.640  -0.01
C 0.835 -3.141 1.282  0.00
C 1.847 -2.885 2.354  0.00
C 0.353 -4.359 0.800  0.00
C -0.582 -4.027 -0.167  0.00
C -1.417 -4.929 -1.015  0.00
H 2.712 1.411 -3.408  0.00
H 2.786 1.043 -1.683  0.00
H 1.772 2.367 -2.272  0.00
H 0.639 0.257 -4.849  0.00
H -1.422 -1.406 -5.341  0.00
H -2.638 -1.339 -4.064  0.00
H -1.529 -2.703 -4.146  0.00
H -2.211 -2.509 -1.842  0.00
H -1.724 2.293 1.906  0.00
H -2.812 1.495 3.044  0.00
H -3.450 2.638 1.866  0.00
H -5.133 0.451 0.901  0.00
H -5.685 -1.600 -0.756  0.00
H -4.422 -2.833 -0.756  0.00
H -4.523 -1.682 -2.083  0.00
H 1.917 -1.826 2.607  0.00
H 2.840 -3.226 2.054  0.00
H 1.583 -3.417 3.268  0.00
H 0.631 -5.352 1.117  0.00
H -1.196 -5.966 -0.767  0.00
H -1.216 -4.780 -2.076  0.00
H -2.482 -4.758 -0.853  0.00
N -0.589 0.811 5.203  0.00
C 0.016 0.823 4.014  0.00
O -0.283 -0.034 3.155  0.00
C 1.019 1.911 3.739  0.00
C 1.908 1.599 2.525  -0.02
H -1.271 0.099 5.406  0.00
H -0.357 1.487 5.909  0.00
H 1.581 2.087 4.662  0.00
H 0.435 2.823 3.567  0.00
H 2.738 0.980 2.888  0.00
H 2.380 2.542 2.229  0.00
C 5.386 -0.718 -0.043  0.00
C 4.235 -0.190 0.776  0.00
O 2.967 -0.545 0.178  0.00
H 6.333 -0.425 0.413  0.00
H 5.357 -0.326 -1.060  0.00
H 5.368 -1.811 -0.089  0.00
H 4.243 0.896 0.825  0.00
H 4.266 -0.569 1.799  0.00
H 3.011 -1.449 -0.158  0.00
C -0.622 3.860 -2.002  0.00
C 0.592 4.578 -1.377  0.00
C 0.854 3.821 -0.063  0.00
O -0.033 2.680 -0.080  0.00
C -1.193 3.068 -0.844  0.00
H -0.311 3.182 -2.797  0.00
H -1.353 4.553 -2.416  0.00
H 0.376 5.626 -1.175  0.00
H 1.458 4.545 -2.036  0.00
H 0.613 4.432 0.808  0.00
H 1.869 3.452 0.046  0.00
H -1.836 3.690 -0.214  0.00
H -1.726 2.164 -1.124  0.00

The calculation puts the HOMO energy (alpha / beta) at -0.3836 / -0.3821 Eh. The value obtained for the largest force on an atom is 0.59 eV/A. The spin multiplicity is 5. Its total charge is +1. The value obtained for the electronic energy is -59374.650 eV.